ORCA calculation (ωB97M-V/def2-TZVPD) on a cluster of 3 separate species, C24H22IN2O6P in total in a non-equilibrium geometry.

Its SMILES is CCCCOc1cnc2c(P(O)I)cccc2n1.O=C1C=CC(=O)C=C1.O=C1C=CC(=O)C=C1. Its frontier orbital gap is 6.69 eV. Its electronic energy is -2127.46896 hartree. The calculation puts the HOMO energy at -0.3110 Ha.

Structure (XYZ):
```
56
C24H22IN2O6P | the Open Molecules 2025 dataset | ωB97M-V/def2-TZVPD
C -0.11674 0.02785 -0.44321
C -1.29760 0.80817 -1.25519
C -1.85725 -0.03724 -2.52285
C -1.72158 0.71994 -3.93188
O -0.46995 0.43979 -4.64677
C 0.40322 1.53756 -4.28511
C 1.44433 1.25023 -3.16866
N 2.33652 2.24486 -2.68505
C 2.15815 3.51529 -3.33267
C 3.06311 4.71106 -2.84374
P 4.29660 4.44499 -1.40038
O 3.59106 3.38376 -0.22466
I 4.54021 6.58498 -0.12975
C 2.97740 6.10021 -3.50972
C 1.95660 6.35476 -4.67051
C 1.07441 5.17068 -5.11614
C 1.12896 3.72438 -4.46619
N 0.20906 2.75356 -4.99513
H -0.35173 -0.05499 0.66826
H 0.89395 0.59213 -0.51004
H 0.08220 -1.02041 -0.85981
H -2.11940 1.06080 -0.49357
H -0.82212 1.77830 -1.64572
H -1.43060 -1.09783 -2.56853
H -2.99241 -0.16581 -2.32623
H -1.86913 1.83847 -3.74703
H -2.61936 0.38021 -4.57830
H 1.49854 0.20888 -2.71378
H 2.82737 3.86998 0.18357
H 3.64866 6.96047 -3.18508
H 1.86443 7.35253 -5.21589
H 0.33741 5.36193 -5.98320
O 0.06483 -1.90790 1.60372
C 0.92781 -2.38482 2.31952
C 0.73615 -3.68878 2.98810
C 1.68009 -4.20924 3.77327
C 2.95899 -3.50503 4.00701
O 3.82059 -3.98112 4.72175
C 3.15073 -2.20045 3.33801
C 2.20640 -1.68029 2.55290
H -0.20572 -4.19191 2.80591
H 1.55587 -5.16279 4.27127
H 4.09236 -1.69741 3.52012
H 2.33020 -0.72662 2.05463
O -5.46839 -1.76023 4.53865
C -4.71691 -2.69048 4.31599
C -4.18995 -2.94382 2.95820
C -3.36785 -3.96525 2.71474
C -2.94722 -4.88642 3.79186
O -2.19464 -5.81769 3.56896
C -3.47397 -4.63326 5.14959
C -4.29613 -3.61184 5.39317
H -4.50707 -2.25955 2.18103
H -2.97305 -4.16579 1.72645
H -3.15664 -5.31759 5.92673
H -4.69080 -3.41120 6.38135
```

ORCA calculation (ωB97M-V/def2-TZVPD) on a cluster of 2 separate species, C24H22INO8S in total.

The calculation puts the energy above the lowest of the compared OMol25 structures with the same formula, charge and spin at 0.000 eV. Its SMILES is CC[C@H](I)c1ccc2c(c1)C(=O)C(S(C)(=O)=O)=C(N(C(C)=O)C(C)=O)C2=O.O=C1C=CC(=O)C=C1. Its frontier orbital gap is 7.73 eV. Its electronic energy is -2280.24845 hartree. The calculation puts the HOMO energy at -0.3419 Ha.

Structure (XYZ):
```
57
C24H22INO8S | the Open Molecules 2025 dataset | ωB97M-V/def2-TZVPD
C 4.42700 -0.93480 2.56497
C 3.33532 -0.13962 1.85106
C 2.60512 -0.97609 0.79265
I 3.73175 -1.00726 -1.02025
C 1.20300 -0.50316 0.51451
C 0.94227 0.83234 0.19896
C -0.34138 1.27340 -0.02672
C -1.39551 0.37504 0.07899
C -1.14613 -0.95722 0.38489
C 0.14669 -1.40099 0.58490
C -2.30031 -1.89988 0.46330
O -2.23275 -3.04534 0.10766
C -3.58682 -1.26793 0.96484
S -4.68079 -2.28194 1.95011
C -6.33187 -1.87163 1.50056
O -4.44856 -1.85241 3.31085
O -4.47705 -3.65670 1.60866
C -3.81066 0.02117 0.69485
N -4.94389 0.74937 1.16151
C -4.55172 1.69728 2.22857
C -5.12363 1.35283 3.56519
O -3.82844 2.62329 2.00009
C -5.78928 1.22011 0.11049
C -6.30148 2.62347 0.19201
O -6.08540 0.44659 -0.76519
C -2.79846 0.80403 -0.11154
O -3.14941 1.71051 -0.82351
H 5.14720 -0.25794 3.02610
H 4.97091 -1.58622 1.88189
H 3.99501 -1.52191 3.37559
H 2.57870 0.15911 2.58279
H 3.73158 0.77133 1.40463
H 2.53217 -1.99789 1.16285
H 1.77010 1.52700 0.13095
H -0.55451 2.30302 -0.27857
H 0.30817 -2.44778 0.80956
H -6.91369 -2.68732 1.92942
H -6.61235 -0.93488 1.96959
H -6.44856 -1.79552 0.42278
H -6.20175 1.52910 3.54950
H -4.98173 0.28482 3.74421
H -4.63856 1.94710 4.33273
H -6.77916 2.82615 1.15324
H -7.00038 2.77832 -0.62283
H -5.46300 3.31403 0.10365
O 8.37355 0.69422 -7.04404
C 8.03106 0.44671 -5.90921
C 6.68977 -0.12021 -5.61473
C 6.31365 -0.39006 -4.36813
C 7.21819 -0.13731 -3.21766
O 6.87588 -0.38344 -2.08085
C 8.55862 0.42928 -3.51179
C 8.93557 0.69905 -4.75826
H 6.04853 -0.29613 -6.46888
H 5.34087 -0.80349 -4.13169
H 9.19930 0.60496 -2.65713
H 9.90727 1.11144 -4.99807
```

ORCA calculation (ωB97M-V/def2-TZVPD) on the molecule C24H22N2O2.

The calculation puts the energy above the lowest of the compared OMol25 structures with the same formula, charge and spin at 1.399 eV. Its SMILES is O=C(c1ccccc1)c1ccc(C(=O)N2CCN(c3ccccc3)CC2)cc1. Its frontier orbital gap is 8.00 eV. Its electronic energy is -1187.76735 hartree. The calculation puts the HOMO energy at -0.2967 Ha.

Structure (XYZ):
```
50
C24H22N2O2 | the Open Molecules 2025 dataset | ωB97M-V/def2-TZVPD
O -4.87180 -0.52840 2.56399
C -4.61720 -0.28184 1.40253
C -5.55169 -0.64374 0.30623
C -5.09599 -1.04767 -0.94696
C -6.00061 -1.41104 -1.92759
C -7.36195 -1.36688 -1.67194
C -7.82118 -0.97690 -0.42397
C -6.92081 -0.62815 0.56432
C -3.35192 0.39458 1.01224
C -2.22182 0.19996 1.80435
C -1.02887 0.81635 1.48486
C -0.95218 1.65467 0.37640
C 0.31362 2.39664 0.06544
O 0.40682 3.59351 0.26418
N 1.32503 1.66393 -0.45153
C 1.30901 0.24965 -0.72474
C 2.36809 -0.46785 0.12464
N 3.65600 0.12923 -0.14078
C 4.82186 -0.61406 0.03751
C 6.01871 -0.15571 -0.52163
C 7.18079 -0.89074 -0.40966
C 7.18349 -2.10799 0.25196
C 6.00450 -2.57615 0.80224
C 4.83733 -1.84084 0.70311
C 3.66085 1.54336 0.17753
C 2.62148 2.26379 -0.68095
C -2.08992 1.88877 -0.38732
C -3.28005 1.25692 -0.07969
H -4.03483 -1.10022 -1.14366
H -5.64336 -1.73049 -2.89557
H -8.06434 -1.64415 -2.44404
H -8.88151 -0.95092 -0.22150
H -7.25914 -0.33074 1.54570
H -2.29925 -0.44578 2.66641
H -0.15618 0.66129 2.10256
H 0.32001 -0.16333 -0.52565
H 1.55188 0.09810 -1.78393
H 2.38929 -1.51899 -0.16488
H 2.09005 -0.39341 1.18950
H 6.03349 0.77683 -1.06554
H 8.09168 -0.51452 -0.85226
H 8.09288 -2.68303 0.33544
H 5.99004 -3.52106 1.32609
H 3.94059 -2.22470 1.16472
H 4.64820 1.96444 -0.00104
H 3.40779 1.69733 1.24035
H 2.55580 3.31950 -0.41374
H 2.88205 2.16592 -1.74036
H -2.03468 2.57101 -1.22232
H -4.16208 1.45353 -0.67112
```